[1]
{"formula": "C34H88Br2N6O6", "method": "the ωB97M-V functional and the def2-TZVPD basis", "species": ["C", "C", "C", "C", "C", "C", "N", "O", "C", "C", "C", "H", "H", "H", "H", "H", "H", "H", "H", "H", "H", "H", "H", "H", "H", "H", "H", "H", "H", "C", "N", "C", "C", "C", "C", "O", "H", "H", "H", "H", "H", "H", "H", "H", "H", "H", "H", "H", "H", "H", "C", "N", "C", "C", "C", "C", "O", "H", "H", "H", "H", "H", "H", "H", "H", "H", "H", "H", "H", "H", "H", "C", "N", "C", "C", "C", "C", "O", "H", "H", "H", "H", "H", "H", "H", "H", "H", "H", "H", "H", "H", "H", "C", "N", "C", "C", "C", "C", "O", "H", "H", "H", "H", "H", "H", "H", "H", "H", "H", "H", "H", "H", "H", "C", "N", "C", "C", "C", "C", "O", "H", "H", "H", "H", "H", "H", "H", "H", "H", "H", "H", "H", "H", "H", "Br", "Br"], "coordinates": [[3.6257, -5.8208, -2.2660], [3.1146, -4.4272, -2.1667], [4.0431, -3.5742, -3.1098], [3.5844, -2.1403, -3.5432], [2.0601, -2.0614, -3.4690], [1.2595, -3.3846, -3.7443], [1.7107, -4.4431, -2.7506], [0.9072, -5.4741, -2.5868], [1.4724, -3.9382, -5.2001], [-0.2011, -3.0912, -3.6331], [3.0157, -3.9076, -0.6747], [3.4210, -6.3693, -3.1879], [3.1867, -6.5987, -1.6385], [4.7062, -5.8672, -2.1342], [4.1993, -4.1379, -4.0338], [5.1247, -3.6024, -2.9646], [3.8962, -1.9224, -4.5644], [4.0050, -1.3391, -2.9356], [1.7272, -1.3072, -4.1846], [1.8402, -1.5057, -2.5557], [1.6409, -3.1089, -5.8929], [0.5247, -4.1122, -5.7136], [2.1812, -4.7161, -5.4768], [-0.3823, -2.8430, -2.5851], [-0.8102, -3.9913, -3.7284], [-0.5704, -2.4038, -4.3917], [2.1570, -4.3582, -0.1794], [3.0274, -2.8209, -0.5849], [3.9335, -4.1421, -0.1344], [-3.3007, -0.2746, -4.9636], [-4.7072, -0.0806, -4.4721], [-5.6135, 0.0091, -5.6728], [-5.0953, -1.3440, -3.6865], [-4.7454, 1.1361, -3.5257], [-6.0649, 1.4319, -2.8069], [-7.0528, 1.5621, -3.7772], [-2.9322, 0.6289, -5.4498], [-3.2702, -1.1186, -5.6503], [-2.5643, -0.4118, -4.1716], [-5.2697, -0.6969, -6.4302], [-5.4391, 0.9431, -6.2058], [-6.6467, -0.2361, -5.4409], [-5.1353, -2.2169, -4.3363], [-6.0932, -1.2989, -3.2513], [-4.3881, -1.3935, -2.8599], [-4.6774, 2.0230, -4.1569], [-3.9286, 1.2000, -2.8073], [-5.9486, 2.4073, -2.3302], [-6.3706, 0.7040, -2.0514], [-7.7231, 2.0965, -3.3404], [-3.8144, -2.0582, 5.1561], [-3.0119, -2.0488, 3.8620], [-3.8221, -2.7737, 2.7611], [-2.8640, -0.5915, 3.4781], [-1.5753, -2.5062, 4.0282], [-1.4384, -4.0013, 4.4378], [-1.6954, -4.0680, 5.8129], [-4.0283, -3.1261, 5.1978], [-4.7558, -1.5147, 5.2043], [-3.1138, -1.8244, 5.9556], [-4.8222, -2.3410, 2.7588], [-3.8972, -3.8486, 2.9128], [-3.4136, -2.5732, 1.7715], [-2.3460, -0.4092, 2.5389], [-2.3489, -0.0465, 4.2692], [-3.8402, -0.1066, 3.4624], [-1.1215, -1.7827, 4.7042], [-1.0484, -2.4155, 3.0773], [-0.4011, -4.3044, 4.2823], [-2.0330, -4.6585, 3.8021], [-1.7752, -4.9900, 6.0757], [4.0328, -2.0358, 4.2618], [4.8235, -0.7651, 3.9177], [4.5429, 0.2941, 5.0100], [6.3473, -1.0719, 4.0730], [4.3791, -0.4582, 2.4683], [4.6666, 1.0703, 2.1210], [4.4580, 1.1196, 0.7510], [4.3955, -2.4037, 5.2211], [3.9885, -2.8315, 3.5208], [3.0286, -1.6670, 4.4703], [3.4690, 0.4536, 5.0900], [5.0696, 1.1955, 4.6979], [4.9797, 0.1151, 5.9917], [6.5766, -1.8378, 3.3340], [6.4112, -1.3929, 5.1104], [6.9583, -0.1911, 3.8828], [3.2990, -0.5788, 2.5447], [4.8072, -1.2732, 1.8877], [5.6157, 1.4188, 2.5295], [3.8344, 1.5519, 2.6389], [4.2902, 2.0019, 0.4098], [0.4801, 7.0557, -0.7673], [0.2992, 7.1707, 0.7602], [1.6061, 7.7518, 1.2594], [-0.8266, 8.1530, 1.0385], [-0.0013, 5.7714, 1.3114], [-0.6238, 5.7650, 2.7416], [0.2478, 6.0418, 3.8388], [1.3635, 6.4685, -1.0131], [0.6614, 8.0694, -1.1273], [-0.3585, 6.7912, -1.4123], [1.4730, 8.0734, 2.2920], [1.7146, 8.6910, 0.7183], [2.4507, 7.0769, 1.1411], [-1.7383, 7.7500, 0.6009], [-0.4851, 9.1065, 0.6402], [-0.8767, 8.1996, 2.1242], [0.9543, 5.2496, 1.2733], [-0.7939, 5.3731, 0.6787], [-1.1416, 4.8050, 2.6776], [-1.4454, 6.4779, 2.8041], [-0.1687, 6.7144, 4.3845], [0.0619, 2.3305, -1.6262], [-0.0963, 1.3608, -0.4602], [1.2521, 1.2384, 0.2269], [-1.0413, 1.9338, 0.6402], [-0.8183, 0.0256, -1.0038], [-0.6483, -1.2229, -0.0704], [0.5931, -1.8958, -0.2297], [-0.7757, 2.4024, -2.3190], [0.9515, 2.0876, -2.2078], [0.1986, 3.3127, -1.1752], [1.5712, 2.2271, 0.5491], [1.9276, 0.7328, -0.4615], [1.0483, 0.5428, 1.0407], [-0.5564, 2.7488, 1.1713], [-1.1700, 1.0351, 1.2410], [-1.9168, 2.1111, 0.0153], [-0.2442, -0.2348, -1.8937], [-1.8253, 0.3449, -1.2651], [-1.4094, -1.9433, -0.3802], [-0.9937, -0.9325, 0.9241], [0.4731, -2.7407, 0.2421], [-0.6816, -4.6583, 0.9055], [-2.9313, 4.2518, -1.8920]], "mulliken_charge": [-1.791, 1.428, -1.450, -0.915, -0.526, 1.596, 1.182, -0.304, -1.648, -2.212, -1.418, 0.468, 0.407, 0.403, 0.554, 0.595, 0.354, 0.425, 0.854, -0.688, 0.453, 0.434, 0.354, 0.264, 0.531, 0.651, 0.276, 0.117, 0.497, -0.832, 0.337, -0.855, -0.882, -0.171, -0.742, -0.461, 0.482, 0.418, 0.096, 0.392, 0.373, 0.343, 0.389, 0.355, 0.323, 0.310, -0.021, 0.445, 0.323, 0.342, -0.836, 0.172, -0.626, -1.217, 0.384, -0.814, -0.531, 0.430, 0.357, 0.355, 0.398, 0.410, 0.097, 0.269, 0.479, 0.462, 0.499, -0.544, 0.426, 0.332, 0.339, -0.920, -0.078, -0.804, -0.863, -0.613, -0.568, -0.501, 0.391, 0.310, 0.475, 0.339, 0.428, 0.344, 0.370, 0.467, 0.357, 0.422, 0.334, 0.355, 0.425, 0.337, -0.898, 0.104, -0.825, -1.019, -0.403, -0.882, -0.530, 0.399, 0.414, 0.338, 0.341, 0.432, 0.344, 0.372, 0.416, 0.471, 0.359, 0.338, 0.296, 0.523, 0.382, -0.602, 0.602, -1.135, -0.402, -0.509, 0.128, 0.574, 0.175, 0.289, 0.154, 0.473, 0.328, 0.259, 0.173, -0.059, 0.365, 0.337, 0.415, 0.668, -0.892, -0.606, -0.680, -0.725], "homo_energy_ev": -15.134, "total_charge": 4, "homo_lumo_gap_ev": 4.38}



[2]
{"formula": "C21H40Cl17IN3O4PS", "method": "the ωB97M-V functional and the def2-TZVPD basis", "species": ["C", "C", "Cl", "C", "C", "P", "O", "I", "N", "C", "C", "O", "C", "N", "C", "C", "C", "N", "S", "C", "C", "C", "O", "O", "H", "H", "H", "H", "H", "H", "H", "H", "H", "H", "H", "H", "H", "H", "H", "H", "H", "H", "H", "H", "H", "H", "H", "H", "C", "Cl", "Cl", "H", "H", "C", "Cl", "Cl", "H", "H", "C", "Cl", "Cl", "H", "H", "C", "Cl", "Cl", "H", "H", "C", "Cl", "Cl", "H", "H", "C", "Cl", "Cl", "H", "H", "C", "Cl", "Cl", "H", "H", "C", "Cl", "Cl", "H", "H"], "coordinates": [[1.9716, -0.4488, 1.8911], [1.0364, -1.2537, 0.9885], [0.7417, -2.8556, 1.8170], [1.6320, -1.5741, -0.4004], [1.1059, -0.6717, -1.5664], [0.9034, 1.0576, -0.7648], [-0.7244, 1.2202, -0.6617], [1.4274, 2.8747, -2.3326], [-0.1332, -1.3060, -2.1112], [-1.0631, -2.1008, -1.3014], [-2.3619, -1.4071, -0.8822], [-2.2445, -1.1783, 0.5231], [-3.6050, -2.2438, -1.1694], [-4.7315, -1.3259, -1.3996], [-0.2944, -1.1615, -3.3972], [-1.3937, -1.6796, -4.2244], [-2.0936, -0.5594, -5.0320], [-1.5994, -0.5307, -6.4170], [0.9655, -0.2769, -4.1491], [2.0620, -0.8151, -2.7591], [3.3765, -0.0230, -2.7225], [2.3944, -2.3473, -3.0219], [1.6811, -2.9290, -3.8613], [3.3053, -2.7739, -2.3120], [2.7358, 0.0579, 1.3153], [2.4895, -1.1139, 2.5716], [1.4431, 0.3064, 2.4672], [0.0397, -0.8220, 0.9398], [1.3641, -2.5875, -0.6634], [2.7113, -1.5248, -0.3526], [-1.1173, 1.3071, -1.5447], [-0.5777, -2.4561, -0.4047], [-1.3089, -2.9920, -1.8679], [-2.4970, -0.4557, -1.3957], [-3.0832, -1.3489, 0.9634], [-3.4801, -2.8695, -2.0480], [-3.7811, -2.9177, -0.3333], [-5.5761, -1.8208, -1.6554], [-4.9209, -0.8325, -0.5340], [-0.9214, -2.3426, -4.9485], [-2.0951, -2.2786, -3.6565], [-1.8711, 0.3952, -4.5481], [-3.1672, -0.7016, -5.0258], [-0.8362, 0.1312, -6.5032], [-2.3266, -0.1890, -7.0344], [3.6352, 0.3190, -1.7245], [3.3012, 0.8576, -3.3522], [4.1618, -0.6389, -3.1364], [5.2734, 0.7950, 4.2525], [5.3159, 0.1559, 2.6058], [3.8111, 1.7468, 4.5511], [5.2854, -0.0384, 4.9445], [6.1370, 1.4352, 4.3960], [-3.4756, 3.0948, 0.7970], [-3.9338, 2.8792, 2.4913], [-3.8035, 1.6472, -0.1584], [-4.0448, 3.9189, 0.3854], [-2.4117, 3.2975, 0.7527], [0.2248, 3.0254, -7.8170], [0.4228, 2.5522, -6.1223], [-1.0004, 2.0677, -8.6538], [-0.0763, 4.0652, -7.8457], [1.1731, 2.8842, -8.3204], [2.8017, 4.3964, 7.4277], [3.8975, 3.2070, 8.1370], [3.6274, 5.4748, 6.2961], [2.0239, 3.8666, 6.8910], [2.3801, 4.9940, 8.2262], [-1.1543, -0.9207, 4.2906], [-0.2093, -0.1745, 5.5862], [-2.1485, 0.2649, 3.4263], [-0.4698, -1.3663, 3.5798], [-1.8067, -1.6681, 4.7247], [9.1646, 2.8407, 3.0794], [8.2738, 2.6462, 4.5987], [9.2096, 1.3489, 2.1399], [8.6712, 3.6059, 2.4931], [10.1797, 3.1318, 3.3189], [-6.4599, 2.8744, 5.5783], [-6.0649, 2.4781, 7.2541], [-7.7827, 1.8819, 4.9535], [-6.7583, 3.9143, 5.5308], [-5.5831, 2.7008, 4.9675], [-3.4207, -6.1900, -0.0679], [-2.4701, -4.9747, 0.7981], [-3.6360, -5.7767, -1.7753], [-2.9005, -7.1377, -0.0071], [-4.3975, -6.2588, 0.3946]], "mulliken_charge": [-1.891, 1.346, -0.244, -3.115, 0.194, -0.197, -0.020, -0.158, 0.890, -1.623, 0.717, -0.078, -0.785, -0.534, 0.695, -0.367, -0.692, -0.563, -0.377, 1.482, -1.465, 0.279, -0.681, -0.689, 0.359, 0.529, 0.233, 0.059, 0.712, 0.869, 0.215, -0.156, 0.662, -0.058, 0.329, 0.346, 0.307, 0.254, 0.206, 0.540, -0.062, 0.377, 0.500, 0.088, 0.302, 0.279, 0.415, 0.423, 0.299, -0.127, -0.132, 0.312, -0.317, -0.353, -0.109, -0.046, 0.389, 0.170, -0.373, -0.052, -0.157, 0.302, 0.295, -0.256, -0.138, -0.142, 0.214, 0.317, 0.215, -0.167, -0.075, -0.311, 0.363, -0.259, -0.178, -0.136, 0.257, 0.293, 0.110, -0.154, -0.154, 0.272, -0.067, -0.399, -0.049, -0.144, 0.333, 0.302], "homo_energy_ev": -8.077, "total_charge": 0, "homo_lumo_gap_ev": 7.82}



[3]
{"formula": "C4H7N2", "method": "the ωB97M-V functional and the def2-TZVPD basis", "species": ["C", "C", "C", "C", "N", "N", "H", "H", "H", "H", "H", "H", "H"], "coordinates": [[-1.5895, -0.1894, -0.6125], [1.6382, 1.2985, -0.0327], [0.0600, -1.1946, 0.7333], [0.2926, 0.9717, -0.4281], [0.7881, 1.9653, 0.5703], [-0.4528, -0.1355, -0.0240], [-1.9323, 0.5504, -1.2208], [-2.0774, -1.1830, -0.5936], [1.1903, -1.3704, 0.5029], [2.7013, 1.0694, 0.1567], [0.0384, -1.0047, 1.8083], [-0.5361, -2.0506, 0.4993], [-0.1209, 1.2729, -1.3591]], "lowdin_spin": [0.719, 0.114, 0.064, 0.143, 0.284, 0.500, 0.049, 0.038, 0.016, 0.030, 0.030, 0.008, 0.004], "homo_energy_ev": [-11.999, -16.704], "spin_multiplicity": 3, "total_charge": 1, "homo_lumo_gap_ev": [7.37, 7.33], "e_above_lowest_kj_mol": 320.5}



[4]
{"formula": "C2H5NO", "method": "the ωB97M-V functional and the def2-TZVPD basis", "species": ["C", "C", "H", "H", "H", "H", "H", "N", "O"], "coordinates": [[-1.4075, -0.5052, -0.0095], [-0.5300, 0.7072, -0.0115], [-0.5914, -1.4662, -0.4648], [-1.6047, -0.7624, 1.2201], [-2.4725, -0.2955, -0.6543], [-0.9517, 1.6993, -0.0236], [2.1925, -0.4241, -0.0779], [0.7497, 0.7018, 0.0174], [1.2256, -0.6094, 0.0006]], "nbo_charge": [-0.730, 0.010, 0.271, 0.248, 0.245, 0.193, 0.484, -0.136, -0.586], "homo_energy_ev": -9.763, "total_charge": 0, "homo_lumo_gap_ev": 10.71, "e_above_lowest_kj_mol": 382.4}



[5]
{"formula": "C18H27BF6N10O5S2V", "method": "the ωB97M-V functional and the def2-TZVPD basis", "species": ["O", "V", "B", "F", "F", "F", "F", "N", "S", "O", "O", "F", "S", "O", "O", "F", "C", "C", "N", "H", "H", "H", "C", "C", "N", "H", "H", "H", "C", "C", "N", "H", "H", "H", "C", "C", "N", "H", "H", "H", "C", "C", "N", "H", "H", "H", "C", "C", "N", "H", "H", "H", "C", "C", "N", "H", "H", "H", "C", "C", "N", "H", "H", "H", "C", "C", "N", "H", "H", "H"], "coordinates": [[19.2441, -2.8229, -11.4653], [17.9876, -3.4121, -12.2612], [15.3865, -3.5964, -14.5775], [15.4926, -4.7588, -15.3160], [16.3186, -3.6766, -13.5015], [15.7552, -2.4868, -15.3657], [14.0965, -3.4150, -14.0877], [17.8263, -5.1682, -11.2256], [16.6047, -6.1205, -10.8845], [16.1085, -6.0577, -9.5425], [16.6258, -7.3879, -11.5631], [15.4501, -5.3042, -11.6034], [18.8582, -5.9041, -10.0759], [19.1959, -7.2869, -10.2106], [18.7932, -5.3471, -8.7606], [20.1514, -5.1182, -10.6191], [14.3697, -3.1978, -9.1923], [15.4906, -2.8443, -10.0360], [16.3562, -2.6027, -10.7434], [14.7660, -3.7764, -8.3589], [13.7202, -3.8279, -9.8044], [13.7970, -2.3113, -8.9286], [17.2751, -6.1138, -6.1885], [16.3661, -5.8399, -5.0721], [15.6412, -5.6068, -4.2154], [18.2610, -5.7162, -5.9502], [17.0306, -5.5029, -7.0612], [17.2118, -7.1482, -6.5119], [15.7364, -10.2335, -10.7741], [16.6626, -9.9049, -9.6789], [17.4134, -9.6109, -8.8624], [15.2149, -11.1713, -10.5966], [16.4257, -10.2223, -11.6199], [14.9484, -9.4884, -10.8588], [19.3650, -7.6348, -13.5454], [19.0429, -9.0067, -13.2005], [18.7578, -10.0817, -12.9157], [20.0784, -7.0895, -12.9385], [18.3768, -7.1663, -13.4811], [19.6840, -7.6776, -14.5873], [14.7169, -9.4348, -13.8850], [15.5879, -10.2567, -14.7347], [16.2684, -10.8821, -15.4107], [15.4091, -8.7515, -13.3859], [14.1966, -10.0281, -13.1408], [14.0601, -8.7978, -14.4725], [19.3901, -2.4258, -7.6904], [19.9116, -3.0531, -6.4645], [20.3207, -3.5278, -5.5050], [18.3730, -2.7846, -7.8452], [19.9866, -2.8184, -8.5142], [19.4121, -1.3411, -7.6716], [22.4237, -4.8182, -7.8732], [22.9109, -3.4264, -7.9400], [23.2925, -2.3462, -8.0165], [22.4639, -5.1447, -6.8358], [23.1239, -5.4250, -8.4451], [21.4176, -4.8471, -8.2777], [21.8037, -8.5766, -7.9294], [20.7185, -8.2512, -6.9865], [19.8979, -8.0850, -6.2031], [22.5583, -7.8022, -7.8253], [21.4140, -8.6238, -8.9456], [22.1472, -9.5805, -7.6885], [23.7253, -5.6828, -11.6575], [22.9008, -5.8540, -12.8691], [22.2652, -5.9892, -13.8159], [24.5360, -4.9660, -11.7600], [24.1954, -6.6316, -11.4064], [23.0089, -5.3423, -10.9119]], "lowdin_spin": [-0.294, 1.252, 0.000, 0.000, 0.006, 0.000, 0.000, 0.024, 0.003, 0.006, 0.000, 0.000, 0.002, 0.001, 0.001, -0.001, 0.001, 0.004, -0.005, 0.000, 0.000, 0.000, 0.000, 0.000, 0.000, 0.000, 0.000, 0.000, 0.000, 0.000, 0.000, 0.000, 0.000, 0.000, 0.000, 0.000, 0.000, 0.000, 0.000, 0.000, 0.000, 0.000, 0.000, 0.000, 0.000, 0.000, 0.000, 0.000, 0.000, 0.000, 0.000, 0.000, 0.000, 0.000, 0.000, 0.000, 0.000, 0.000, 0.000, 0.000, 0.000, 0.000, 0.000, 0.000, 0.000, 0.000, 0.000, 0.000, 0.000, 0.000], "homo_energy_ev": [-11.291, -11.291], "spin_multiplicity": 2, "total_charge": 0, "homo_lumo_gap_ev": [6.52, 7.09]}



DFT total energy readings, ordered: -197953.2233 -276192.1642 -7227.4105 -5689.2660 -108582.2114 eV